No. 1
Computed, not measured: a structure of composition C39H59AsN4O5PSi3Ti, with ωB97M-V with the def2-TZVPD basis set.

Each line ends with the Löwdin spin population.
CARTESIAN COORDINATES (ANGSTROEM)
Ti 10.32 9.84 12.70  0.89
O 11.95 11.13 12.42  0.03
C 11.61 12.61 12.45  0.00
C 10.10 12.78 12.49  0.02
N 9.44 11.87 13.38  0.01
C 9.91 11.96 14.76  0.00
C 10.66 10.77 15.33  0.01
O 11.08 10.85 16.49  0.00
O 10.65 9.68 14.62  0.02
C 8.02 11.71 13.09  0.01
C 7.62 10.28 12.45  0.01
O 6.71 10.22 11.61  0.01
O 8.45 9.28 12.82  0.00
H 12.89 10.96 12.16  0.00
H 12.05 13.10 11.53  0.00
H 12.16 12.95 13.35  0.00
H 9.78 12.53 11.46  0.01
H 9.76 13.81 12.65  0.00
H 9.07 12.13 15.48  0.00
H 10.55 12.84 14.81  0.00
H 7.57 12.53 12.50  0.00
H 7.46 11.75 14.08  0.00
N 17.74 11.49 14.09  0.00
C 16.89 12.56 14.16  0.00
C 16.28 13.04 13.04  0.00
N 15.12 13.70 13.16  0.00
C 14.81 14.13 14.37  0.00
C 15.59 13.87 15.48  0.00
N 16.59 13.00 15.41  0.00
H 18.36 11.49 13.26  0.00
H 18.29 11.33 14.95  0.00
H 16.58 12.64 12.09  0.00
H 13.89 14.71 14.38  0.00
H 15.43 14.39 16.45  0.00
C 11.79 6.46 20.36  0.00
P 11.85 7.78 19.22  0.00
C 10.03 8.07 19.32  0.00
C 9.17 6.98 19.16  0.00
C 7.95 6.97 19.84  0.00
C 7.45 8.21 20.21  0.00
C 8.21 9.38 20.01  0.00
C 9.48 9.38 19.47  0.00
C 12.55 9.11 20.23  0.00
C 13.19 9.05 21.45  0.00
C 13.76 10.14 22.08  0.00
C 13.53 11.42 21.62  0.00
C 13.07 11.54 20.25  0.00
C 12.51 10.43 19.64  0.00
H 11.27 6.70 21.28  0.00
H 12.71 5.97 20.64  0.00
H 11.14 5.65 19.98  0.00
H 9.50 6.13 18.57  0.00
H 7.39 6.06 20.09  0.00
H 6.47 8.24 20.72  0.00
H 7.83 10.32 20.29  0.00
H 9.99 10.32 19.34  0.00
H 13.36 8.03 21.87  0.00
H 14.26 9.98 23.03  0.00
H 13.71 12.31 22.26  0.00
H 13.08 12.51 19.65  0.00
H 11.95 10.56 18.70  0.00
C 11.18 8.21 12.13  -0.02
C 12.06 7.20 12.59  0.00
C 12.31 7.10 13.98  -0.01
C 13.35 6.27 14.51  0.00
C 14.12 5.46 13.65  -0.01
C 13.87 5.58 12.26  0.00
C 12.76 6.27 11.79  -0.01
H 11.89 7.82 14.71  0.00
H 13.61 6.39 15.56  0.00
H 14.95 4.91 14.09  0.00
H 14.54 5.17 11.55  0.00
H 12.41 6.02 10.81  0.00
C 6.89 7.99 9.00  0.00
Si 8.37 7.04 9.91  0.00
C 7.66 6.17 11.43  0.00
C 9.05 5.54 8.79  0.00
As 10.39 8.61 10.50  0.02
Si 7.11 11.63 5.53  0.00
C 7.48 11.33 3.73  0.00
C 5.55 10.85 6.11  0.00
C 7.41 13.48 5.92  0.00
Si 12.18 9.05 8.75  0.01
C 11.43 8.02 7.34  0.00
C 13.73 8.50 9.76  0.00
C 12.45 10.90 8.55  0.00
H 6.32 7.28 8.37  0.00
H 7.33 8.72 8.31  0.00
H 6.27 8.51 9.70  0.00
H 6.77 5.57 11.12  0.00
H 7.20 6.92 12.16  0.00
H 8.39 5.59 12.02  0.00
H 9.52 5.82 7.87  0.00
H 8.28 4.81 8.67  0.00
H 9.75 5.00 9.37  0.00
H 6.58 11.65 3.19  0.00
H 7.67 10.30 3.34  0.00
H 8.34 11.96 3.49  0.00
H 5.69 9.72 6.05  0.00
H 4.68 11.17 5.52  0.00
H 5.44 11.17 7.16  0.00
H 6.47 13.66 6.49  0.00
H 7.39 14.06 4.98  0.00
H 8.33 13.67 6.49  0.00
H 10.33 7.94 7.34  0.00
H 11.79 6.94 7.34  0.00
H 11.77 8.37 6.40  0.00
H 13.89 7.45 9.50  0.00
H 13.72 8.51 10.84  0.00
H 14.60 9.10 9.57  0.00
H 12.09 11.35 9.49  0.00
H 11.83 11.38 7.80  0.00
H 13.48 11.18 8.32  0.00

As for the total energy: -174470.4036 eV. Its spin multiplicity is 2. The calculation puts the frontier orbital gap (spin up / spin down) at 2.00 / 2.00 eV. The expectation value of S² is 0.76. As for the energy above the lowest of the compared OMol25 structures with the same formula, charge and spin: 516.4 kJ/mol. Its net charge is -2.

No. 2
Computed, not measured: a structure of composition C7H6ClF3N2O, with ωB97M-V with the def2-TZVPD basis set.

Each line ends with the Löwdin spin population.
CARTESIAN COORDINATES (ANGSTROEM)
C 1.28 -0.16 -0.48  0.29
C -0.42 1.60 -0.76  0.26
C -2.34 -0.94 -0.09  0.01
C -1.31 -0.98 0.71  0.00
C 0.08 1.00 0.52  0.19
C -0.86 0.30 1.43  0.02
C 2.23 -1.16 0.10  0.04
N 1.24 0.21 -1.66  0.33
N 0.32 1.16 -1.90  0.14
O -1.35 2.33 -0.95  0.47
F 3.51 -0.81 -0.09  0.01
F 2.03 -1.29 1.40  0.00
F 2.06 -2.38 -0.48  0.02
Cl 1.20 2.13 1.39  0.19
H -2.41 -1.68 -0.81  0.00
H -2.76 0.09 -0.34  0.00
H -0.73 -1.87 1.05  0.00
H -1.71 0.87 1.58  0.01
H -0.24 0.10 2.25  0.00
H 0.21 1.49 -2.87  0.00

As for the total energy: -33052.0043 eV. Its spin multiplicity is 3. The calculation puts the frontier orbital gap (spin up / spin down) at 6.59 / 6.01 eV. The expectation value of S² is 2.02.

No. 3
Computed, not measured: the molecule C5H6O, with ωB97M-V with the def2-TZVPD basis set.

Each line ends with the natural charge from an NBO analysis.
CARTESIAN COORDINATES (ANGSTROEM)
C -2.08 0.02 0.03  -0.66
C -0.67 0.19 0.01  0.25
C 0.29 1.11 0.00  -0.30
C 1.62 0.53 -0.02  -0.31
C 1.32 -0.74 0.09  0.10
H -2.50 -0.76 -0.72  0.24
H -2.63 0.94 -0.29  0.23
H -2.31 -0.26 1.13  0.23
H 0.23 2.19 -0.14  0.22
H 2.53 0.97 0.00  0.22
H 1.93 -1.64 0.00  0.19
O -0.01 -1.01 -0.09  -0.43

As for the total energy: -7328.1631 eV. Its spin multiplicity is 1. The calculation puts the frontier orbital gap at 9.68 eV. As for the energy above the lowest of the compared OMol25 structures with the same formula, charge and spin: 108.2 kJ/mol.

No. 4
Computed, not measured: a structure of composition C7H36F4N2O24PS4Tl, with ωB97M-V with the def2-TZVPD basis set.

Each line ends with the Löwdin charge.
CARTESIAN COORDINATES (ANGSTROEM)
Tl 0.41 -1.22 0.48  1.13
N 0.97 1.01 2.27  -0.30
S 2.17 1.99 2.19  0.44
O 2.54 2.78 3.37  -0.28
O 2.49 2.44 0.86  -0.28
F 3.32 0.87 2.37  -0.21
S -0.12 2.27 2.69  0.63
O -0.26 3.46 1.84  -0.29
O -0.22 2.42 4.16  -0.29
F -1.46 1.40 2.35  -0.22
N 0.82 -2.22 -2.16  -0.29
S -0.08 -2.39 -3.56  0.60
O -1.18 -3.35 -3.44  -0.29
O 0.54 -2.23 -4.90  -0.30
F -0.88 -0.95 -3.34  -0.24
S 1.94 -3.01 -2.76  0.41
O 3.04 -2.31 -3.41  -0.29
O 1.72 -4.43 -3.03  -0.28
F 2.52 -3.16 -1.22  -0.26
P -1.34 -3.28 2.79  0.14
O -1.99 -3.34 4.22  -0.08
O -1.41 -4.65 2.03  -0.20
O 0.12 -2.83 3.05  -0.11
O -1.83 -2.05 1.98  -0.41
C -3.38 4.37 0.83  -0.18
C -3.52 2.87 1.03  -0.16
C -4.88 2.53 0.41  -0.20
O -5.25 3.70 -0.29  -0.17
C -4.14 4.65 -0.41  -0.19
H -2.39 4.83 0.85  0.11
H -3.97 4.92 1.56  0.11
H -3.51 2.64 2.10  0.11
H -2.75 2.35 0.46  0.09
H -5.60 2.23 1.17  0.11
H -4.74 1.71 -0.29  0.10
H -4.58 5.62 -0.62  0.11
H -3.62 4.37 -1.33  0.11
O 1.89 -4.90 2.79  -0.07
H 1.93 -5.22 1.88  0.03
H 1.20 -4.23 2.78  -0.05
O -4.07 -1.23 1.25  -0.06
H -4.52 -0.86 2.00  0.04
H -3.23 -1.54 1.59  -0.06
O 0.32 1.55 -0.86  -0.09
H -0.31 1.88 -1.50  0.04
H 1.10 2.09 -0.99  0.02
O 3.10 -0.16 -0.47  -0.10
H 3.14 0.46 -1.20  -0.01
H 3.99 -0.50 -0.40  0.05
O 2.88 -2.37 1.74  -0.10
H 3.80 -2.53 1.51  0.04
H 2.73 -2.91 2.52  0.01
O -2.13 -0.12 -0.57  -0.10
H -2.44 0.30 -1.38  0.04
H -2.91 -0.53 -0.20  -0.01
O 0.43 -4.41 0.16  -0.09
H -0.05 -4.59 -0.64  0.03
H -0.21 -4.50 0.86  -0.05
O -1.77 -0.38 4.06  -0.04
H -2.57 0.14 4.15  0.03
H -1.98 -1.03 3.39  -0.05
O 1.69 -0.39 4.41  -0.07
H 2.64 -0.36 4.43  0.02
H 1.45 0.17 3.67  -0.08
O -1.94 -3.06 -0.52  -0.08
H -2.22 -2.89 0.38  -0.03
H -2.73 -3.37 -0.97  0.06
C 4.22 2.61 -4.68  -0.03
C 3.18 2.04 -3.66  -0.45
C 2.41 0.78 -4.07  -0.03
O 3.94 1.70 -2.50  -0.08
H 4.05 2.23 -5.68  0.07
H 5.23 2.40 -4.31  0.07
H 4.02 3.68 -4.61  0.07
H 2.50 2.83 -3.33  0.12
H 1.61 0.59 -3.35  0.07
H 3.15 -0.02 -4.19  0.08
H 2.11 0.99 -5.10  0.08
H 4.87 1.62 -2.72  0.08

As for the total energy: -128153.6946 eV. Its spin multiplicity is 1. The calculation puts the frontier orbital gap at 4.00 eV. Its net charge is -2.